Molecular formula: C2H4BFO2
Method: DFT, wB97M-V/def2-TZVPD

Lowest unoccupied orbital energy (eV): 0.417
Relative energy (zero: lowest compared OMol25 entry of this formula, charge and spin) (kcal per mole): 106.0
HOMO-LUMO gap (eV): 8.494

Bonds (Å) are listed after each position.
Geometry (Å):
1 B 0.580 0.169 0.838  C2 1.391, O4 1.289
2 C -0.779 0.233 1.130  B1 1.391, H7 1.155, H8 1.142
3 C 0.846 -0.706 -1.701  O5 1.263, F6 1.390
4 O 1.865 0.253 0.793  B1 1.289, H9 0.936
5 O -0.203 -1.271 -2.120  C3 1.263, H10 0.938
6 F 0.765 0.641 -2.038  C3 1.390
7 H -1.301 -0.573 1.771  C2 1.155
8 H -1.590 1.032 1.045  C2 1.142
9 H 2.337 0.056 0.009  O4 0.936
10 H -0.714 -0.858 -2.788  O5 0.938